DFT (wB97M-V/def2-TZVPD) results for a 12-piece molecular cluster, C33H97N17O12 overall at a distorted geometry.

Results
E_tot: -85684.1368 eV
Orbital gap (alpha / beta): 7.31 / 1.64 eV
Expectation value of S²: 0.758
Energy above the lowest of the compared OMol25 structures with the same formula, charge and spin: 0.000 eV

Geometry as ORCA input:
```
! RIJCOSX wB97M-V def2-TZVPD def2/J DEFGRID3
* xyz 1 2
O 4.30 -20.67 12.76
O 2.59 -17.87 4.79
O -2.14 -17.84 3.00
O 3.52 -16.02 10.36
O -0.39 -17.76 14.16
O 7.03 -16.46 6.69
O 1.78 -18.95 11.56
O 3.52 -22.25 8.37
O 6.10 -9.70 8.67
O 4.28 -17.45 16.33
O 5.53 -13.51 13.54
O 1.56 -13.25 4.09
N 3.54 -20.20 9.39
N 3.84 -11.60 16.15
N 7.15 -17.16 4.60
N 0.58 -20.45 10.53
N 4.87 -13.00 7.22
N 4.05 -20.62 4.93
N 5.07 -19.62 14.59
N 3.82 -18.22 7.37
N -1.54 -15.23 13.15
N 7.07 -18.64 6.14
N -0.38 -19.15 11.99
N 2.86 -15.86 15.62
N 3.63 -18.69 13.39
N -1.07 -13.48 6.59
N -3.85 -16.35 6.02
N 2.59 -16.66 17.59
N 3.20 -22.02 10.53
C 0.25 -13.08 6.08
C 4.01 -16.97 9.48
C -1.53 -17.23 6.15
C 3.29 -16.71 16.52
C 0.15 -18.43 15.25
C 3.50 -21.55 9.35
C 1.25 -13.62 7.09
C 5.04 -12.20 15.57
C 7.09 -17.38 5.90
C 3.15 -18.56 3.68
C 5.92 -10.80 7.77
C 5.63 -13.27 16.58
C 3.26 -17.12 8.12
C -0.35 -15.89 12.54
C 4.33 -19.74 13.55
C 6.65 -12.76 13.16
C 0.73 -19.46 11.36
C 0.39 -16.63 13.71
C -3.16 -17.63 4.04
C 4.48 -15.76 11.44
C 1.60 -13.41 2.64
C -2.65 -16.66 5.19
C 2.76 -16.47 4.67
C 0.47 -13.88 4.72
C -1.68 -16.72 2.34
C 4.99 -11.92 8.24
C 4.48 -12.80 14.20
C 3.06 -20.11 3.95
C 1.76 -17.39 8.26
C 5.53 -12.58 9.46
C 7.10 -8.80 8.16
C 0.53 -14.77 11.86
C 1.71 -20.66 4.38
H -0.93 -16.23 2.96
H 3.06 -12.18 15.88
H 5.29 -15.08 11.16
H 1.39 -16.68 9.00
H 6.85 -11.29 7.49
H 5.77 -11.39 15.43
H 0.56 -15.92 14.52
H -1.90 -15.92 13.80
H 3.20 -20.46 2.92
H 2.57 -18.33 2.79
H 3.43 -16.18 7.59
H 5.82 -13.23 6.94
H 0.95 -20.57 3.60
H 1.04 -12.61 2.15
H 0.70 -14.94 4.80
H -1.03 -14.44 6.91
H 4.13 -12.01 13.53
H 7.33 -13.41 12.60
H 3.52 -19.72 10.28
H -1.04 -13.02 7.49
H 5.09 -14.20 16.73
H 2.61 -13.31 2.24
H 6.69 -8.29 7.29
H 3.92 -15.38 12.30
H 1.30 -20.77 9.91
H 2.18 -13.17 6.73
H 1.00 -13.20 8.07
H 3.29 -15.87 14.71
H -0.76 -16.61 11.83
H 1.36 -20.07 5.23
H 5.09 -16.91 9.30
H -2.04 -17.94 6.81
H -4.16 -17.23 6.41
H 4.61 -13.84 7.71
H 6.95 -17.91 3.97
H 5.43 -10.37 6.89
H 1.86 -15.96 17.61
H 5.63 -20.44 14.81
H 8.05 -9.25 7.90
H 0.03 -14.31 11.01
H 5.06 -18.76 15.12
H -0.36 -20.84 10.55
H -0.34 -18.60 12.83
H 3.98 -11.59 8.50
H 4.89 -16.71 11.80
H 1.18 -14.71 7.08
H 7.08 -19.26 5.35
H 4.21 -18.33 3.52
H 3.78 -16.10 4.49
H 3.08 -18.81 12.55
H -1.21 -19.69 11.77
H 3.73 -13.54 14.48
H 3.16 -23.01 10.74
H 3.81 -17.90 10.01
H 1.03 -18.96 14.89
H 2.16 -15.94 3.93
H -1.22 -17.14 1.44
H 1.68 -21.66 4.81
H 0.70 -13.97 12.58
H 7.21 -7.91 8.78
H -4.58 -15.84 5.56
H 1.47 -15.23 11.57
H 5.90 -12.73 17.49
H 4.78 -17.97 7.20
H 1.24 -17.27 7.31
H 1.31 -16.97 13.25
H -0.47 -13.79 4.18
H -2.31 -15.69 4.83
H 3.30 -21.34 11.27
H -4.08 -17.27 3.57
H -0.68 -17.67 5.63
H 7.08 -16.22 4.23
H -3.31 -18.60 4.50
H 2.76 -17.27 18.38
H 7.24 -18.97 7.08
H 2.25 -15.07 15.80
H -1.01 -16.51 6.78
H 6.52 -13.49 16.00
H -2.26 -15.15 12.45
H 3.69 -21.55 5.11
H 3.96 -11.74 17.14
H 4.97 -13.49 9.72
H 3.56 -17.92 14.04
H 3.38 -18.03 6.48
H -0.58 -18.92 15.90
H 1.22 -14.36 2.26
H 0.47 -17.74 16.03
H -2.39 -15.99 1.94
H 0.23 -11.99 6.01
H 2.48 -15.94 5.58
H 6.40 -11.92 12.52
H 1.67 -18.37 8.73
H 7.11 -12.35 14.06
H 5.42 -11.85 10.26
H 3.65 -19.66 8.54
H 6.57 -12.88 9.40
H 3.90 -20.12 5.80
*
```